46
Properties=species:S:1:pos:R:3 method="wB97M-V/def2-TZVPD" total_energy_ha=-3770.416293 homo_energy_ev="-7.029 / -7.904" total_charge=0 spin_multiplicity=2
Hg 0.1520 -1.2256 1.8890
F 7.2025 0.3426 -0.1300
C 6.2233 1.2199 -0.4121
F 6.5826 2.3951 0.1328
F 6.2017 1.3813 -1.7418
C 4.8984 0.7501 0.1281
C 3.9050 0.2832 -0.7124
C 2.7174 -0.1529 -0.1408
N 2.5089 -0.1426 1.1703
C 3.4703 0.3088 1.9719
C 4.6861 0.7683 1.4982
H 4.0431 0.2573 -1.7834
H 1.8997 -0.5236 -0.7474
H 3.2547 0.3006 3.0339
H 5.4443 1.1322 2.1779
Se 0.5005 -3.3395 0.3552
C -1.3454 -3.7607 0.1466
C -1.8714 -4.0023 -1.1193
C -3.2206 -4.2957 -1.2439
N -4.0685 -4.3561 -0.2195
C -3.5554 -4.1360 0.9900
C -2.2210 -3.8473 1.2263
H -1.2399 -3.9469 -1.9964
H -3.6455 -4.4816 -2.2250
H -4.2524 -4.1945 1.8196
H -1.8691 -3.6860 2.2362
C -1.8932 3.6491 -0.9216
N -1.1535 2.7741 -0.0264
C 0.0448 3.3593 0.5494
C -1.1512 1.4106 -0.1804
O -0.1275 0.7549 0.0351
N -2.3214 0.8276 -0.5887
C -3.6151 1.2886 -0.1078
C -2.2851 -0.5966 -0.8801
H -1.1925 4.2391 -1.5192
H -2.5327 4.3389 -0.3659
H -2.5076 3.0672 -1.6025
H -0.1974 4.3551 0.9201
H 0.8518 3.4390 -0.1861
H 0.3930 2.7433 1.3735
H -3.5354 2.2713 0.3450
H -3.9943 0.5958 0.6500
H -4.3377 1.3286 -0.9252
H -1.3250 -0.8676 -1.3091
H -3.0818 -0.8307 -1.5871
H -2.4399 -1.1955 0.0230

42
Properties=species:S:1:pos:R:3 method="wB97M-V/def2-TZVPD" total_energy_ha=-1125.980129 homo_energy_ev=-8.571 total_charge=0
C -4.9402 -1.8576 -0.5234
C -4.4595 -1.4378 0.7986
H -4.6790 -2.1219 1.5004
H -5.0829 -0.5388 1.0446
O -3.1797 -1.3854 0.7688
C -2.7915 -0.1145 0.5514
O -3.5215 0.7298 0.2473
C -1.2360 0.0260 0.5296
N -0.7800 1.3800 0.3953
C 0.4160 1.7131 1.3252
C 1.6581 1.3290 1.0402
C 1.9836 0.0187 1.5026
C 3.3083 -0.8680 1.1670
C 4.1566 0.0103 0.4027
C 3.7781 1.1181 -0.3449
C 2.5163 1.6981 0.2428
H 2.3583 2.5145 -0.2778
H 4.4217 1.5523 -0.8379
C 5.5256 -0.6408 -0.0834
F 6.3556 0.1696 -0.2402
F 5.8801 -1.5192 0.8689
F 5.1473 -1.4671 -0.9299
H 3.5617 -1.5082 1.7927
H 1.3726 -0.4970 2.5000
H 0.4597 3.0167 1.0060
H 0.1849 1.5470 2.3574
C -0.7151 1.6323 -0.8852
C -0.0266 1.0149 -1.9057
C -0.8065 -0.5521 -1.6503
C -0.5635 -1.0562 -0.2561
H -1.0893 -1.8660 -0.2516
H 0.4278 -1.1733 -0.2126
H -0.2279 -1.1848 -2.4274
H -1.8050 -0.5579 -2.0515
H -0.2063 1.1816 -2.8811
H 1.0444 0.9591 -1.6217
H -0.2129 2.8003 -1.0871
H -1.7734 1.9718 -0.9064
H -1.0287 -0.2784 1.6934
H -4.8936 -0.9270 -1.2147
H -5.9720 -2.1625 -0.4874
H -4.5657 -2.6686 -0.6585

43
Properties=species:S:1:pos:R:3 method="wB97M-V/def2-TZVPD" total_energy_ha=-1205.800989 homo_energy_ev=-8.693 total_charge=0 smiles="CC(C)CN(C(=O)c1cccc(F)c1C(F)(F)F)[C@H]1CCNC1"
O 0.8313 -2.3407 0.5404
F 4.4266 1.7483 -1.0182
F 3.2875 -0.0291 -2.8319
F 4.2591 -1.3010 -1.4390
F 2.2049 -1.5895 -2.1338
C 0.6295 -1.1402 0.2616
C 2.6668 1.5627 1.9061
C 3.5272 2.0215 0.9429
C 1.7054 0.6379 1.7618
C 3.5348 1.3781 -0.2306
C 1.6800 -0.1255 0.5195
C 2.7032 0.1970 -0.5023
N 0.3066 2.2530 -1.7314
N -0.6294 -0.8281 -0.3333
C 3.1165 -0.7237 -1.7067
C -1.9359 -2.1005 2.0913
C -3.8229 -2.5411 0.6603
C -1.7292 -1.8196 -0.3366
C -0.2979 2.8452 -0.5348
C -2.6715 -1.6739 0.8872
C -0.3056 0.9872 -2.1566
C -0.9968 1.7151 0.1222
C -1.0751 0.4403 -0.8776
H 2.7387 1.8455 2.9302
H 4.1814 2.8372 1.0863
H 1.1175 0.3494 2.5624
H 0.3347 2.9199 -2.4761
H -1.3846 -3.0486 1.7207
H -2.5918 -2.2646 3.0408
H -1.2831 -1.2731 2.3378
H -4.3017 -1.9950 -0.1988
H -3.4913 -3.4360 0.0465
H -4.4320 -2.7755 1.5992
H -1.3139 -2.8897 -0.4336
H -2.3254 -1.6975 -1.2374
H -0.9557 3.7131 -0.6831
H 0.5463 3.2521 0.0746
H -2.9715 -0.6450 1.0486
H -1.0533 1.1200 -2.9874
H 0.3495 0.2279 -2.4658
H -0.4576 1.6160 1.0469
H -2.0088 2.1141 0.2176
H -2.1125 0.4562 -1.0898

43
Properties=species:S:1:pos:R:3 method="wB97M-V/def2-TZVPD" total_energy_ha=-1584.213332 homo_energy_ev=-11.432 total_charge=+1
Pd -0.4007 -0.4635 -0.7615
I 1.3159 -2.3903 -1.7640
C 0.4477 -2.2568 -3.6996
I -0.8250 -0.5770 -3.8856
H -0.1353 -3.1544 -3.8647
H 1.2498 -2.1696 -4.4224
C 0.4076 -1.1578 2.2466
N -0.8133 -0.5529 2.7275
C -1.4073 -1.3178 3.8114
C -1.7586 -0.2063 1.6854
C -2.3418 -1.3594 0.8731
C -3.4736 -2.0515 1.2988
C -3.9867 -3.1001 0.5525
C -3.3837 -3.4669 -0.6425
C -2.2608 -2.7849 -1.0991
C -1.7736 -1.7427 -0.3325
H 1.1237 -1.2366 3.0649
H 0.8642 -0.5194 1.4804
H 0.2645 -2.1682 1.8270
H -0.6940 -1.3856 4.6320
H -1.6903 -2.3388 3.5181
H -2.2961 -0.8047 4.1799
H -1.2630 0.5275 1.0185
H -2.5833 0.3482 2.1383
H -3.9585 -1.7501 2.2207
H -4.8645 -3.6283 0.8989
H -3.7879 -4.2820 -1.2282
H -1.8001 -3.0719 -2.0338
N 4.3306 5.0871 -1.7449
C 3.7017 4.6496 -0.6322
O 3.8522 5.1510 0.4596
C 2.7663 3.4651 -0.7858
C 2.0341 3.1036 0.3354
C 1.1794 2.0235 0.2587
N 1.0168 1.2961 -0.8552
C 1.7288 1.6426 -1.9308
C 2.6052 2.7126 -1.9403
H 4.9502 5.8746 -1.6518
H 4.1738 4.7059 -2.6578
H 2.1475 3.6673 1.2503
H 0.6033 1.7218 1.1253
H 1.5898 1.0397 -2.8174
H 3.1449 2.9210 -2.8533

47
Properties=species:S:1:pos:R:3 method="wB97M-V/def2-TZVPD" total_energy_ha=-1738.848852 homo_energy_ev="-18.447 / -18.396" total_charge=+3 spin_multiplicity=2
Ir -0.5899 -0.2879 -0.4039
O -1.4681 -1.9119 3.2670
C -1.0427 -1.3836 2.1686
O -1.7821 -0.8914 1.3011
C 0.4407 -1.3911 1.9849
C 1.4293 -1.8608 2.8228
C 2.7581 -1.7636 2.3923
C 3.0658 -1.2208 1.1494
C 2.0284 -0.7723 0.3457
N 0.7833 -0.8601 0.8006
C 2.1180 -0.2147 -1.0780
O 3.1660 0.0313 -1.5807
O 0.9230 -0.0768 -1.6762
H -2.4422 -1.9085 3.3318
H 1.1707 -2.2962 3.7789
H 3.5515 -2.1256 3.0331
H 4.0819 -1.1453 0.7822
O -0.9138 -2.1248 -1.0731
S -0.5830 -2.5317 -2.5794
C -1.6154 -3.9994 -2.7587
C -0.8082 -5.1575 -2.1876
C 0.6110 -4.9541 -2.7084
C 0.9649 -3.4821 -2.4713
H -1.7612 -4.0920 -3.8385
H -2.5756 -3.7857 -2.2921
H -1.2335 -6.1075 -2.5071
H -0.8331 -5.1317 -1.0966
H 0.6611 -5.1790 -3.7742
H 1.3330 -5.5961 -2.2066
H 1.6662 -3.0538 -3.1861
H 1.3267 -3.2956 -1.4575
N -0.3762 1.6328 0.1901
C -0.3563 2.7513 0.4571
N -0.3502 4.0517 0.7236
C -0.0630 5.0088 -0.3200
C -1.2873 6.0313 -0.3815
O -1.4752 6.4971 0.9074
C -1.8994 5.5640 1.8366
C -0.6713 4.5658 2.0324
H 0.0349 4.5156 -1.2843
H 0.8280 5.5905 -0.0824
H -2.1636 5.5060 -0.7700
H -0.9959 6.8688 -1.0115
H -2.7671 4.9969 1.4919
H -2.0846 6.0700 2.7820
H -0.9605 3.7697 2.7137
H 0.1570 5.1501 2.4323

39
Properties=species:S:1:pos:R:3 method="wB97M-V/def2-TZVPD" total_energy_ha=-806.348942 homo_energy_ev=-8.667 total_charge=0 smiles="N#CCCCN1CCC(C=O)(c2ccccc2)CC1"
N 6.1257 -1.6162 -1.3022
O -1.8517 1.6130 -2.3183
C 5.4409 -1.3618 -0.4441
C -1.9865 0.4312 -1.8464
C -4.7533 -0.6987 2.2949
C -3.4657 -1.0261 2.6893
C -5.0149 0.0060 1.0737
C -2.4390 -0.6622 1.8301
C -3.9276 0.2689 0.2047
C -2.6059 -0.0702 0.5093
N 1.6122 0.3425 -0.6627
C 4.4280 -0.6212 0.4432
C 2.9519 0.4809 -1.2023
C 0.8855 1.5583 -0.5652
C 0.8620 -0.7939 -1.1817
C 3.9484 0.7071 -0.0855
C -0.4451 1.2543 0.0905
C -0.4465 -1.0700 -0.4834
C -1.3839 0.1355 -0.4168
H -2.3754 -0.3599 -2.3525
H -5.5005 -1.0045 3.0586
H -3.3451 -1.4618 3.6886
H -6.0531 0.3046 0.8699
H -1.4287 -0.8293 2.2655
H -4.1621 0.7924 -0.6974
H 4.8547 -0.5302 1.4884
H 3.5723 -1.2494 0.6137
H 3.1568 -0.4074 -1.7718
H 3.0993 1.2025 -2.0342
H 0.7961 2.0435 -1.5473
H 1.3609 2.2819 0.0885
H 0.5733 -0.5941 -2.1964
H 1.6023 -1.6117 -1.0301
H 4.8412 1.1869 -0.4870
H 3.5239 1.3788 0.6376
H -0.2593 1.0344 1.1759
H -0.9855 2.1686 -0.0266
H -0.2386 -1.3257 0.5751
H -0.9670 -1.8972 -0.9455

40
Properties=species:S:1:pos:R:3 method="wB97M-V/def2-TZVPD" total_energy_ha=-881.214295 homo_energy_ev=-7.859 total_charge=0
O 1.4611 2.0222 1.3366
C 1.3842 1.3024 0.2769
N 2.0603 0.2310 0.1134
C 1.9456 -0.7982 -1.0104
H 1.5420 -1.9191 -0.8004
C 3.2702 -1.0142 -1.4576
O 4.1113 -1.4938 -0.3339
C 4.1966 -0.4413 0.4610
C 2.7660 -0.2667 1.0823
H 2.5125 -1.2971 1.5710
H 2.7615 0.6621 1.9833
H 4.4905 0.6124 0.1463
H 4.9263 -1.0635 1.2073
H 3.6927 0.1262 -1.8745
H 3.3517 -1.6972 -2.4248
H 1.1819 -0.4317 -1.6587
C 0.2897 1.5101 -0.7745
H 0.7924 1.9582 -1.6115
C -0.6009 2.8830 -0.4463
H -1.2991 3.1714 -1.1328
H -0.1745 3.6055 -0.0728
C -1.8006 2.3849 0.8538
C -2.4888 1.2295 0.2980
C -3.6768 1.1841 -0.3469
N -4.0339 0.0257 -1.0286
C -3.0881 -0.9998 -0.2047
C -3.1526 -2.5964 -0.1835
C -2.1098 -2.8753 0.4758
C -1.2440 -2.3379 1.2896
C -1.1348 -0.9644 1.2433
C -2.1655 -0.1529 0.4192
H -0.4448 -0.3902 1.5750
H -0.3620 -2.7935 1.7369
H -2.1310 -4.2437 0.5157
H -3.9611 -3.0451 -0.6879
H -4.8097 -0.1902 -1.2756
H -4.1364 1.9826 -1.0686
H -2.3530 3.1332 1.2227
H -1.1300 2.0662 1.6041
H -0.4391 0.9213 -1.0182

40
Properties=species:S:1:pos:R:3 method="wB97M-V/def2-TZVPD" total_energy_ha=-881.771084 homo_energy_ev=-9.236 total_charge=0 smiles="CC(C)CN1C(=O)N[C@@]2(CCCc3ccccc32)C1=O"
C 2.6102 -2.2281 -2.4689
H 2.1958 -3.2208 -2.6303
H 2.6554 -2.0502 -1.3964
H 3.6248 -2.2066 -2.8596
C 1.7517 -1.1747 -3.1634
C 1.7609 -1.3817 -4.6750
H 2.7761 -1.3182 -5.0583
H 1.1591 -0.6241 -5.1711
H 1.3596 -2.3615 -4.9249
C 0.3058 -1.2311 -2.6543
N 0.2194 -0.9977 -1.2305
C 0.4020 0.2102 -0.6317
O 0.6294 1.2535 -1.1903
C 0.2521 -0.0236 0.8809
N 0.0415 -1.4538 0.9171
C -0.0302 -2.0229 -0.3079
O -0.2574 -3.1715 -0.5833
H -0.2020 -1.9517 1.7559
C -0.9553 0.7478 1.3734
C -2.2218 0.3000 1.0107
C -3.3553 0.9781 1.4138
C -3.2302 2.1234 2.1821
C -1.9743 2.5766 2.5353
C -0.8235 1.9043 2.1376
C 0.5194 2.4242 2.5667
C 1.6466 1.8828 1.6973
C 1.5388 0.3667 1.6187
H 2.3967 -0.0587 1.0936
H 1.5078 -0.0615 2.6242
H 1.5695 2.2972 0.6913
H 2.6132 2.1683 2.1149
H 0.5112 3.5154 2.5381
H 0.6874 2.1277 3.6083
H -1.8742 3.4726 3.1311
H -4.1095 2.6635 2.4998
H -4.3307 0.6169 1.1254
H -2.3187 -0.5921 0.4078
H -0.1213 -2.2215 -2.8319
H -0.2949 -0.4708 -3.1612
H 2.1499 -0.1799 -2.9375

41
Properties=species:S:1:pos:R:3 method="wB97M-V/def2-TZVPD" total_energy_ha=-1258.017302 homo_energy_ev="-4.043 / -7.554" total_charge=0 spin_multiplicity=5
C 0.6208 -0.0897 -2.0761
C 1.2330 -1.1353 -1.2914
C 0.1862 -1.9568 -0.7382
C -1.0754 -1.4486 -1.2204
C -0.8116 -0.2971 -2.0376
Rh -0.0575 -0.0374 -0.2011
P 0.4156 2.4121 -0.2351
H 1.1450 0.7000 -2.6060
H 2.2992 -1.2652 -1.1407
H 0.3317 -2.8127 -0.0828
H -1.5501 0.3174 -2.5499
H -2.0558 -1.8665 -1.0049
H -0.5920 3.2807 -0.7900
H 1.6047 2.9436 -0.8561
H 0.5234 2.8741 1.1221
C -1.4894 -1.1839 6.3616
N -1.3442 -1.2507 4.9170
N -0.8906 -0.2324 4.1654
C -0.9173 -0.5904 2.8405
O -0.4481 0.2131 1.9733
C -1.4940 -1.8978 2.8151
C -1.7336 -2.2690 4.1230
C -2.2864 -3.5057 4.7152
C -0.3216 0.9666 4.6917
C 0.7179 0.9123 5.6243
C 1.3172 2.1021 6.0486
C 0.8768 3.3301 5.5367
C -0.1724 3.3705 4.6052
C -0.7726 2.1881 4.1751
H -0.8135 -1.9085 6.8349
H -2.5239 -1.4266 6.6332
H -1.2576 -0.1849 6.7280
H -1.6706 -2.4398 1.8985
H -1.5691 -3.9983 5.3920
H -3.2064 -3.3251 5.2952
H -2.5265 -4.2048 3.9040
H 1.0599 -0.0589 5.9923
H 2.1327 2.0606 6.7723
H 1.3507 4.2579 5.8635
H -0.5179 4.3240 4.2012
H -1.5946 2.1906 3.4512

43
Properties=species:S:1:pos:R:3 method="wB97M-V/def2-TZVPD" total_energy_ha=-2135.253753 homo_energy_ev=-15.111 total_charge=+2
Pd -1.0965 0.5928 1.6187
C -2.6307 -1.5901 -1.8388
Sb -1.9999 -1.3103 0.1523
C -3.4552 -2.1477 1.4432
C -0.2959 -2.6060 0.4757
C 0.7133 -2.4431 -0.6233
C 0.5524 -3.2367 -1.7620
C 1.4246 -3.1638 -2.8334
C 2.4962 -2.2822 -2.7865
C 2.6733 -1.4921 -1.6667
C 1.7967 -1.5514 -0.5790
C 2.0921 -0.6464 0.5764
Sb 1.0358 1.2140 0.3221
C 2.0235 2.8728 1.1686
C 0.8494 1.5205 -1.7510
H -2.7798 -2.6638 -1.9463
H -1.8733 -1.2453 -2.5371
H -3.5700 -1.0648 -1.9931
H -3.5479 -3.2071 1.2054
H -4.4154 -1.6549 1.3090
H -3.1239 -2.0374 2.4743
H -0.6830 -3.6263 0.4752
H 0.0931 -2.4273 1.4794
H -0.2578 -3.9568 -1.7916
H 1.2817 -3.8080 -3.6902
H 3.1980 -2.2251 -3.6070
H 3.5282 -0.8261 -1.6203
H 3.1350 -0.3224 0.5425
H 1.8971 -1.0362 1.5729
H 2.9594 2.9929 0.6214
H 2.2191 2.6814 2.2203
H 1.4179 3.7681 1.0415
H 1.8527 1.6956 -2.1407
H 0.2202 2.3892 -1.9276
H 0.4326 0.6287 -2.2143
S -0.6037 1.8310 3.4341
C -0.8653 3.4479 2.9100
C -0.4393 4.4912 3.7877
N -0.0860 5.3099 4.5116
C -1.3708 3.7039 1.6768
S -1.8306 2.4049 0.6248
C -1.4670 4.9999 1.0904
N -1.5003 6.0267 0.5747

44
Properties=species:S:1:pos:R:3 method="wB97M-V/def2-TZVPD" total_energy_ha=-1464.631043 homo_energy_ev=-7.850 total_charge=0
C -1.7481 -3.4557 0.9382
H -2.0128 -3.1546 1.9572
O -0.3632 -3.6786 0.8032
C 0.4740 -2.6170 0.9023
C 0.1110 -1.3556 1.3658
C 1.0427 -0.3329 1.3965
C 2.3378 -0.5459 0.9520
C 2.7136 -1.8157 0.5230
C 1.7948 -2.8405 0.5054
H 2.0655 -3.8251 0.1602
H 3.7267 -1.9888 0.1926
N 3.2732 0.5214 0.9136
C 3.7560 1.1210 -0.1959
O 4.6410 1.9464 -0.1527
C 3.0821 0.7119 -1.5101
H 3.2898 -0.3342 -1.7491
H 3.4708 1.3554 -2.3054
O 1.6777 0.9162 -1.4066
C 0.8712 -0.1116 -1.7040
N 1.2859 -1.2358 -2.2153
S 0.0201 -2.2568 -2.3788
N -1.1184 -1.2337 -1.7898
C -0.5558 -0.0904 -1.4527
N -1.2793 0.8985 -0.8828
C -2.7014 0.6644 -0.7209
H -3.1986 0.6153 -1.6995
C -3.3210 1.7533 0.1553
C -2.3044 2.1884 1.2055
C -1.1293 2.8925 0.5198
C -0.8762 2.2840 -0.8690
H -1.4556 2.8316 -1.6257
H 0.1762 2.3587 -1.1307
H -0.2346 2.8059 1.1368
H -1.3447 3.9553 0.4013
H -2.7662 2.8532 1.9363
H -1.9487 1.3030 1.7355
H -4.2238 1.3640 0.6267
H -3.6075 2.6160 -0.4483
H -2.8147 -0.3175 -0.2529
H 3.6522 0.8547 1.7910
H 0.7536 0.6476 1.7429
H -0.8970 -1.1566 1.6929
H -2.2213 -4.4098 0.7131
H -2.0931 -2.7021 0.2232